The following is a quantum chemistry calculation of a molecular structure, C21H43N2P3SeYb, from the Open Molecules 2025 dataset.

Output
Relative energy (zero: lowest compared OMol25 entry of this formula, charge and spin), eV: 0.0000
Gap between HOMO and LUMO (spin up / spin down), Eh: 0.2082 / 0.1593
2S+1: 2
Total charge: +3
Energy, hartree: -5518.65724

The geometry in XYZ format:
```
71
Properties=species:S:1:pos:R:3:lowdin_spin:R:1
Yb -0.3452 -1.4336 0.5904 1.007
Se -0.2304 1.3106 -2.7266 0.000
P 2.6515 -0.2802 0.1652 -0.001
P 0.1066 1.7871 2.2286 -0.001
P -2.6369 0.5051 0.4727 -0.002
N -0.3395 -2.2115 2.6386 -0.001
N -0.5213 -3.4891 4.4015 0.000
C 1.6361 2.0514 3.2134 0.000
C -0.4437 -2.6118 -1.3671 0.000
C -2.9609 2.1979 -0.2038 -0.001
C -1.1269 2.4852 3.4168 0.000
C -3.4048 -0.5793 -0.8069 0.000
C -0.7518 -0.0421 -5.2358 0.000
C 1.1379 1.4766 -6.6284 0.000
C 0.0013 -1.0459 4.8117 0.000
C -0.4648 -2.8929 -2.6817 -0.001
C 3.7634 -0.6417 1.5983 0.000
C -0.5311 -0.3123 -6.5846 0.000
C -3.9619 0.4298 1.7497 0.000
C 0.2508 3.3141 1.2264 0.000
C -0.0959 1.0072 -4.6150 0.000
C 0.4125 0.4637 -7.3077 0.000
C -0.6121 -3.5069 2.1989 0.000
C -0.2827 -2.2181 3.9665 0.000
C 0.8430 1.7995 -5.3027 0.000
C 3.4142 -1.4418 -1.0489 0.000
C -0.7267 -4.2942 3.2970 0.000
C 3.3361 1.3465 -0.3582 0.000
H -2.8049 -0.6007 -1.7296 0.000
H 2.9497 -1.2890 -2.0360 0.000
H 4.5136 -1.3479 -1.1480 0.000
H 3.3419 -1.5241 2.0956 0.000
H 3.7734 0.1926 2.3091 0.000
H -1.4953 1.7049 4.0947 0.000
H -0.8629 -0.7942 5.4552 0.000
H -4.0094 2.3296 -0.5015 0.000
H 0.9058 -1.1934 5.4318 0.000
H 2.6774 1.7488 -1.1498 0.000
H 4.7894 -0.8715 1.2870 0.000
H 3.3469 2.0784 0.4735 0.000
H -1.4014 -2.2540 -0.8815 0.000
H -4.0683 -0.6220 2.0568 0.000
H -0.6712 3.4660 0.6465 0.000
H -1.0308 -1.1891 -7.0356 0.000
H -3.4922 -1.6276 -0.4674 0.000
H 1.9251 1.1193 3.7207 0.000
H 1.2462 1.1445 -2.5566 0.000
H -1.9664 2.9287 2.8676 0.000
H 0.3773 -3.0451 -0.7484 0.000
H 0.4116 4.1579 1.9194 0.000
H -2.3204 2.3828 -1.0771 0.000
H -1.3336 -2.5389 -3.2531 0.000
H -0.6167 3.2615 3.9990 0.000
H 0.1866 -0.2053 4.1245 0.000
H 0.2303 -3.5730 -3.1718 0.000
H -1.3477 -0.6646 -4.5182 0.000
H 0.6886 0.1941 -8.3531 0.000
H -0.6772 -3.7365 1.1295 0.000
H -3.6798 1.0162 2.6386 0.000
H 3.1695 -2.4669 -0.7190 0.000
H 4.3595 1.2612 -0.7673 0.000
H 1.3669 2.6033 -4.7561 0.000
H 1.1071 3.2130 0.5433 0.000
H 1.4300 2.8265 3.9673 0.000
H -4.4168 -0.1989 -1.0157 0.000
H 2.4614 2.3835 2.5635 0.000
H -2.7270 2.9595 0.5511 0.000
H 1.9887 1.9508 -7.1389 0.000
H -0.9541 -5.3463 3.3241 0.000
H -4.9256 0.8018 1.3672 0.000
H -0.5621 -3.8092 5.3502 0.000
```